Below is a 2-piece molecular cluster, C2H3NO3 overall in a non-equilibrium geometry, with properties calculated with ωB97M-V with the def2-TZVPD basis set.

Computed properties:
HOMO-LUMO gap = 10.664 eV
2S+1 = 1
Energy relative to the best compared isomer or geometry (same formula, charge and spin) = 151.8 kJ/mol
Net charge = 0
Total energy = -358.471869 Ha
HOMO level = -9.987 eV

Cartesian coordinates (Å):
O -2.78 -0.11 0.11
O 1.66 1.25 0.13
O 0.75 -0.47 1.16
N 0.15 0.05 -1.03
C 0.84 0.20 0.03
C -1.88 -0.75 0.36
H -0.13 -1.01 1.12
H -0.27 -0.87 -1.15
H 1.66 1.71 -0.73